Molecular formula: C11H12BF2S3W
Method: DFT, wB97M-V/def2-TZVPD

Results
- Relative energy (zero: lowest compared OMol25 entry of this formula, charge and spin): 1.227 eV
- Gap between HOMO and LUMO: 0.25550 hartree
- E_tot: -52038.43771 eV

Geometry as ORCA input:
```
! RIJCOSX wB97M-V def2-TZVPD def2/J DEFGRID3
* xyz 1 1
W -1.35875 -0.36592 0.08097
S -3.81085 -3.22469 2.54522
C -2.89576 -2.20148 1.72008
S -2.17943 -0.67507 2.29112
S -2.35235 -2.45883 0.01518
F -3.79555 1.01686 -1.38416
B -2.59793 0.49796 -1.52524
F -2.09120 0.31834 -2.73954
C 2.92777 -0.87591 -0.79841
C 1.66149 -0.79406 0.03244
C 1.78676 -1.47940 1.37833
C 0.37529 -0.89828 -0.68617
C 0.89481 0.54667 0.00415
C 0.06861 0.92693 1.17751
C -0.96423 1.83668 0.87595
C -1.12417 2.24927 -0.44270
C 0.04194 2.34266 -1.31206
C 1.08580 1.56327 -1.04733
H 3.23693 -1.91755 -0.87613
H 3.74152 -0.32506 -0.32661
H 2.78720 -0.49515 -1.80955
H 2.07015 -2.52002 1.23175
H 0.85554 -1.47407 1.94718
H 2.56343 -0.99790 1.97359
H 0.35165 -0.88369 -1.78220
H 0.35736 0.69482 2.19092
H -1.69092 2.08771 1.64026
H -2.01263 2.81446 -0.69630
H 0.03967 3.07812 -2.10347
H 2.02784 1.61330 -1.57479
*
```

***

Molecular formula: C11H12Cl2N2O2SSe2Te2V
Method: DFT, wB97M-V/def2-TZVPD

Results
- Gap between HOMO and LUMO (spin up / spin down): 0.18567 / 0.19022 hartree
- E_tot: -225522.28029 eV

Geometry as ORCA input:
```
! RIJCOSX wB97M-V def2-TZVPD def2/J DEFGRID3
* xyz 0 2
V -0.38678 -0.81374 1.31911
Cl 6.17822 2.67316 1.31911
C 4.82902 1.60236 1.31911
C 5.03412 0.23056 1.31911
C 3.93332 -0.64174 1.31911
Cl 4.31852 -2.34284 1.31911
C 2.59142 -0.18264 1.31911
O 1.54682 -0.92024 1.31911
C 2.46272 1.22486 1.31911
C 1.09292 1.77936 1.31911
O 0.10752 1.05226 1.31911
C 3.54322 2.11596 1.31911
H 6.04072 -0.17414 1.31911
H 0.99852 2.87636 1.31911
H 3.37562 3.18666 1.31911
Se -2.42388 -2.27694 1.31911
Te -3.12748 -4.75354 1.31911
Te -0.48428 -5.61214 1.31911
Se 0.40162 -3.19474 1.31911
S -2.33098 0.59936 1.31911
C -2.49428 0.46376 -0.32619
N -1.84138 1.30086 -1.17179
C -2.06268 1.33376 -2.60049
C -2.42448 -0.04224 -3.12829
C -3.57338 -0.57584 -2.29299
N -3.26628 -0.50434 -0.88179
H -1.31688 2.04976 -0.73419
H -1.15028 1.70826 -3.07439
H -2.86798 2.05176 -2.79099
H -1.55978 -0.71124 -3.03549
H -2.69878 0.00436 -4.18679
H -3.78568 -1.62054 -2.53939
H -4.48488 0.00846 -2.45969
H -3.78728 -1.08114 -0.23119
H -0.38678 -0.81374 3.07161
*
```

***

Molecular formula: C11H12Cl2O5Pt
Method: DFT, wB97M-V/def2-TZVPD

Results
- Relative energy (zero: lowest compared OMol25 entry of this formula, charge and spin): 8.848 eV
- Gap between HOMO and LUMO: 0.06580 hartree
- E_tot: -50096.85632 eV

Geometry as ORCA input:
```
! RIJCOSX wB97M-V def2-TZVPD def2/J DEFGRID3
* xyz 2 1
C 4.64552 -0.52670 0.49320
C 3.00980 -0.74740 0.21757
O 2.41638 -1.73606 0.88946
O 2.36938 0.20536 -0.70163
C 1.17673 -0.35440 -1.35499
O 1.02987 -1.60403 -1.81099
C -0.09268 0.68160 -1.61203
C -1.26262 0.56674 -0.42435
C -2.26485 -0.62187 -0.83859
Cl -3.20807 -0.39121 -2.46594
C -2.54184 -1.91401 -0.16537
C -1.76372 -2.29255 1.21542
Cl -3.75968 -3.17648 -0.85823
C -1.99205 2.06223 -0.60843
C -2.48028 2.32593 0.97022
O -1.40457 1.85016 1.87413
C -0.67218 0.83458 1.05798
O 0.39166 0.37495 1.72293
H 4.70190 0.50090 1.09798
H 5.07122 -1.34615 1.21841
H 5.25428 -0.40072 -0.50617
H 0.33925 1.79216 -1.57133
H -0.52184 0.55018 -2.69312
H -2.26820 -1.63876 2.07779
H -1.95523 -3.42032 1.55002
H -0.61912 -2.01241 1.17822
H -3.02312 2.11103 -1.15703
H -1.29905 2.99272 -0.77392
H -2.82235 3.40499 1.26746
H -3.29483 1.47628 1.12911
Pt 6.84032 0.45322 -0.41775
*
```

***

Molecular formula: C11H12ClN3O2S
Method: DFT, wB97M-V/def2-TZVPD

Results
- Relative energy (zero: lowest compared OMol25 entry of this formula, charge and spin): 11.054 eV
- Gap between HOMO and LUMO: 0.28295 hartree
- E_tot: -43513.42619 eV

Geometry as ORCA input:
```
! RIJCOSX wB97M-V def2-TZVPD def2/J DEFGRID3
* xyz 0 1
N -0.68952 -2.03156 -4.38903
H -1.16171 -1.07262 -4.50459
H 0.23941 -1.91759 -5.08609
C -0.45044 -2.38198 -3.08147
H -1.51154 -2.19139 -2.51097
C 0.59211 -1.60085 -2.18474
N 0.27061 -0.27314 -2.00801
S -0.74239 0.43611 -1.09553
O -1.29088 1.64081 -1.55733
O -1.71278 -0.76348 -0.77429
C 0.43352 0.65292 0.40395
C 1.71035 0.82071 0.32582
C 2.19842 1.07442 1.39351
C 1.85428 1.11227 2.61323
C 0.35750 1.27941 2.73538
C -0.33811 1.27682 4.10276
C -1.85386 1.30175 4.00860
N -2.47676 1.08939 2.96582
C -1.74359 0.95185 1.61729
C -0.37242 0.81057 1.66819
H -2.44240 0.88933 0.89814
H -2.13674 1.37183 5.04984
H 0.35282 1.47765 4.89585
Cl 2.81259 1.30371 4.13429
H 3.63129 1.17000 1.21754
H 2.06493 0.50194 -0.74922
H 0.02305 0.29953 -3.04142
H 1.79108 -1.69896 -2.84197
H 0.72269 -2.02522 -1.12631
H -0.13154 -3.50423 -3.07926
*
```

***

Molecular formula: C11H12F3GaN3O6
Method: DFT, wB97M-V/def2-TZVPD

Results
- Relative energy (zero: lowest compared OMol25 entry of this formula, charge and spin): 0.125 eV
- Gap between HOMO and LUMO: 0.32830 hartree
- E_tot: -88879.22557 eV

Geometry as ORCA input:
```
! RIJCOSX wB97M-V def2-TZVPD def2/J DEFGRID3
* xyz 1 1
Ga -0.01731 0.18581 0.15817
N 2.03107 -0.09643 -0.84752
C 2.67226 -1.38468 -0.55694
C 2.19371 -1.86637 0.81307
N 0.73092 -1.69552 0.81111
H 2.04976 0.11795 -1.83894
H 2.55690 0.64518 -0.39570
H 3.75807 -1.32665 -0.60113
H 2.34763 -2.10247 -1.31120
H 2.61908 -1.28399 1.63010
H 2.47154 -2.90987 0.95491
H 0.30073 -1.92526 1.70362
H 0.29735 -2.33104 0.14532
O -1.77102 1.70936 0.21143
C -2.98025 1.51929 0.17192
C -3.59571 0.22956 0.01932
C -4.98950 0.14210 -0.03183
C -5.58468 -1.08412 -0.17878
C -4.82643 -2.24840 -0.27879
C -3.45372 -2.17433 -0.22648
C -2.80964 -0.93849 -0.07681
O -1.48487 -0.94973 -0.00228
N -7.05338 -1.16901 -0.23223
O -7.54075 -2.26891 -0.38751
O -7.67277 -0.13250 -0.10642
H -3.65141 2.38718 0.23021
H -5.60241 1.03113 0.04250
H -5.33213 -3.19596 -0.39498
H -2.85158 -3.06967 -0.30080
F 2.64339 3.74440 -0.01056
C 1.31286 3.82898 0.15354
F 1.05451 4.36948 1.33157
F 0.80527 4.58023 -0.80452
C 0.76587 2.38679 0.07185
O 0.72169 1.70350 1.15438
O 0.46567 1.89467 -1.01991
*
```

***

Molecular formula: C11H12F5N2O3Pd
Method: DFT, wB97M-V/def2-TZVPD

Results
- Relative energy (zero: lowest compared OMol25 entry of this formula, charge and spin): 0.495 eV
- Gap between HOMO and LUMO: 0.23069 hartree
- E_tot: -37789.59564 eV

Geometry as ORCA input:
```
! RIJCOSX wB97M-V def2-TZVPD def2/J DEFGRID3
* xyz -1 1
Pd -0.84742 0.23897 -1.23759
C -0.24970 -2.03176 4.27669
O -0.29176 -0.62506 4.42782
C 0.33128 0.20504 3.52609
O 0.22629 1.38972 3.67193
N 0.94936 -0.44080 2.49202
N 1.35715 0.29116 1.37286
H -0.77859 -2.44247 5.13354
H 0.77538 -2.41129 4.28305
H -0.76074 -2.35958 3.36639
H 0.77538 -1.42368 2.36469
H 0.73377 0.08198 0.58769
H 2.30567 0.04153 1.13581
C -3.05147 -2.05716 -0.65325
O -3.09851 -0.98538 0.29397
C -2.22679 -0.00096 0.09361
C -2.43634 0.99824 1.19787
H -3.55061 -2.90595 -0.18662
H -2.01447 -2.27992 -0.90144
H -3.57433 -1.76072 -1.56195
H -3.49941 1.22096 1.33600
H -1.87239 1.90575 1.00428
H -2.06262 0.56694 2.13418
F 2.32392 -0.67503 -1.48804
C 2.04512 0.31317 -2.39093
C 0.77546 0.84795 -2.47554
C 0.66359 1.82348 -3.44739
F -0.53219 2.43955 -3.65800
C 1.69564 2.25222 -4.26459
F 1.51203 3.21128 -5.19537
C 2.94570 1.67991 -4.12526
F 3.97098 2.07119 -4.90548
C 3.12205 0.69451 -3.17366
F 4.33857 0.12619 -3.03339
*
```